1.
Entry from the OMol25 dataset: a structure of composition C4H10N2OS (ωB97M-V/def2-TZVPD).

Values from the calculation:
**Energy relative to the best compared isomer or geometry (same formula, charge and spin)**: 7.7934 eV
**Total charge**: 0
**Spin multiplicity**: 1
**Frontier orbital gap**: 5.1 eV
**HOMO level**: -9.332 eV

Atoms and positions in Å:
1 O 1.68 0.93 3.13
2 C 0.71 -0.07 2.98
3 N -0.04 -0.43 2.08
4 C 0.26 -0.14 0.67
5 C 0.19 1.36 0.32
6 S -1.00 0.44 -3.59
7 C -0.64 -1.02 -0.19
8 N -0.02 -1.56 -1.39
9 H 0.66 -0.62 3.92
10 H 0.71 1.32 3.04
11 H 1.28 -0.49 0.44
12 H -0.10 1.93 1.20
13 H 1.12 1.78 -0.05
14 H -0.56 1.56 -0.45
15 H -1.17 -1.80 0.35
16 H -1.53 -0.41 -0.41
17 H -0.14 -0.96 -2.22
18 H -0.52 -2.38 -1.69



2.
Entry from the OMol25 dataset: a structure of composition C4H10N2OS (ωB97M-V/def2-TZVPD).

Values from the calculation:
**Energy relative to the best compared isomer or geometry (same formula, charge and spin)**: 10.5105 eV
**Total charge**: 0
**Spin multiplicity**: 1
**Frontier orbital gap**: 8.1 eV
**HOMO level**: -8.969 eV

Atoms and positions in Å:
1 C 2.87 0.61 0.20
2 C 1.35 1.00 -0.07
3 C -0.76 -1.39 -0.18
4 C -3.40 -0.20 0.70
5 H 3.08 1.16 1.11
6 H 3.08 -0.54 0.45
7 H 3.68 0.79 -0.69
8 H 0.48 0.95 0.59
9 H 1.30 2.18 -0.28
10 H -0.20 0.59 -1.43
11 H 1.00 -1.72 -1.21
12 H -3.03 -1.57 0.91
13 H -4.69 0.26 -0.33
14 H -3.23 0.73 2.23
15 N 0.83 0.26 -1.21
16 N 0.50 -1.02 -0.74
17 O -1.21 -2.48 -0.10
18 S -1.64 0.38 0.05



3.
Entry from the OMol25 dataset: the molecule C4H10N2OS (ωB97M-V/def2-TZVPD).

Values from the calculation:
**Energy relative to the best compared isomer or geometry (same formula, charge and spin)**: 0.2174 eV
**Total charge**: 0
**Spin multiplicity**: 1
**SMILES**: NC(=O)NCCCS
**Frontier orbital gap**: 10.0 eV
**HOMO level**: -9.257 eV

Atoms and positions in Å:
1 C -0.35 0.43 0.62
2 N -0.72 0.23 -0.75
3 C -1.62 -0.68 -1.23
4 N -2.68 -0.95 -0.36
5 O -1.54 -1.18 -2.34
6 C 0.99 -0.23 0.95
7 C 2.16 0.10 0.06
8 S 2.45 1.84 -0.43
9 H -0.31 1.49 0.86
10 H -1.12 -0.04 1.23
11 H -0.21 0.75 -1.45
12 H -3.22 -1.75 -0.63
13 H -3.23 -0.19 0.02
14 H 1.18 -0.10 2.03
15 H 0.88 -1.32 0.97
16 H 3.07 -0.22 0.55
17 H 2.10 -0.49 -0.85
18 H 2.17 2.33 0.77